i | The following is a DFT calculation (the ωB97M-V functional and the def2-TZVPD basis) of C2H6N2OS in the gas phase.

Results
- multiplicity = 3
- molecular weight (g/mol) = 106.15
- E_HOMO (alpha / beta) (eV) = -6.54 / -8.80

Geometry as XYZ:
```
12
C2H6N2OS the ωB97M-V functional and the def2-TZVPD basis
C -0.589 -1.101 -0.086
C 0.397 1.274 0.006
N -1.868 0.934 -0.019
N -0.764 0.352 0.018
O -4.755 0.323 0.008
S -3.518 -0.438 0.104
H -1.489 -1.576 0.440
H -0.802 -1.352 -1.079
H 0.434 -1.548 0.242
H 0.269 2.341 0.373
H 1.345 1.043 0.616
H 0.758 1.315 -0.995
```

Results of the Löwdin charge analysis, in e, for atoms 1 through 5: C -0.0941; C -0.0709; N -0.1060; N -0.4344; O -0.5971



ii | The following is a DFT calculation (the ωB97M-V functional and the def2-TZVPD basis) of a molecular structure, C2H6N2OS.

Results
- multiplicity = 3
- molecular weight (g/mol) = 106.15
- E_HOMO (alpha / beta) (eV) = -7.67 / -10.25

Geometry as XYZ:
```
12
C2H6N2OS the ωB97M-V functional and the def2-TZVPD basis
C -0.099 0.940 -0.223
C 0.045 -0.734 -0.235
N 3.763 1.486 -0.695
N 1.320 -1.089 -0.781
O 3.833 0.741 0.194
S 2.546 -1.141 0.135
H -0.354 1.410 -1.151
H -0.667 1.194 0.588
H 0.931 1.295 0.066
H -0.861 -1.205 -0.653
H 0.099 -0.987 0.803
H 2.039 -1.051 1.532
```

Results of the Löwdin charge analysis, in e, for atoms 1 through 5: C -0.0422; C -0.3304; N 0.0473; N -0.4901; O -0.2973



Most stable: i



i | The following is a DFT calculation (the ωB97M-V functional and the def2-TZVPD basis) of C15H16N2O2S in the gas phase.

Results
- molecular weight (g/mol) = 288.37
- SMILES = Cc1cnc(NC(=O)COc2ccc3c(c2)CCC3)s1
- E_HOMO (eV) = -8.27

Geometry as XYZ:
```
36
C15H16N2O2S the ωB97M-V functional and the def2-TZVPD basis
C -0.465 -3.330 0.336
C 0.629 -2.332 0.431
C 0.747 -1.274 1.272
N 1.870 -0.526 1.144
C 2.634 -0.961 0.209
N 3.834 -0.415 -0.173
C 4.187 0.912 -0.181
O 5.324 1.247 -0.399
C 3.036 1.881 0.057
O 2.019 1.576 -0.873
C 0.716 1.509 -0.457
C 0.207 2.172 0.652
C -1.125 2.015 1.011
C -1.941 1.202 0.255
C -1.438 0.563 -0.877
C -0.121 0.713 -1.244
C -2.512 -0.245 -1.542
C -3.583 -0.370 -0.447
C -3.393 0.869 0.442
S 2.021 -2.397 -0.614
H -1.237 -3.094 1.065
H -0.089 -4.334 0.530
H -0.904 -3.324 -0.660
H 0.030 -0.990 2.019
H 4.542 -1.052 -0.521
H 3.403 2.902 -0.098
H 2.691 1.757 1.089
H 0.840 2.813 1.246
H -1.509 2.528 1.881
H 0.291 0.219 -2.110
H -2.156 -1.213 -1.895
H -2.900 0.303 -2.405
H -4.590 -0.437 -0.857
H -3.395 -1.270 0.141
H -3.653 0.680 1.484
H -4.010 1.700 0.088
```

Results of the Löwdin charge analysis, in e, for atoms 1 through 5: C -0.1044; C -0.5774; C -0.1874; N 0.0740; C -0.6135



ii | The following is a DFT calculation (the ωB97M-V functional and the def2-TZVPD basis) of C15H16N2O2S in the gas phase.

Results
- molecular weight (g/mol) = 288.37
- SMILES = Nc1nc(-c2ccc3c(c2)CCCC3)c(CC(=O)O)s1
- E_HOMO (eV) = -7.80

Geometry as XYZ:
```
36
C15H16N2O2S the ωB97M-V functional and the def2-TZVPD basis
N -1.326 -2.910 -3.084
C -0.697 -1.887 -2.454
N -0.735 -1.665 -1.193
C 0.069 -0.622 -0.818
C 0.129 -0.260 0.597
C 1.323 0.107 1.211
C 1.342 0.445 2.553
C 0.175 0.425 3.297
C -1.021 0.035 2.693
C -1.038 -0.312 1.356
C -2.228 -0.004 3.576
C -1.907 -0.806 4.845
C -0.607 -0.340 5.527
C 0.107 0.775 4.750
C 0.734 -0.010 -1.841
C 1.603 1.205 -1.826
C 1.132 2.153 -2.909
O 0.115 2.789 -2.884
O 1.987 2.193 -3.937
S 0.353 -0.792 -3.360
H -1.480 -2.823 -4.074
H -2.051 -3.365 -2.552
H 2.245 0.092 0.650
H 2.275 0.722 3.023
H -1.957 -0.622 0.881
H -2.506 1.017 3.855
H -3.076 -0.453 3.057
H -1.813 -1.856 4.564
H -2.747 -0.727 5.537
H -0.816 0.016 6.538
H 0.077 -1.186 5.616
H 1.105 0.934 5.161
H -0.455 1.707 4.864
H 1.502 1.698 -0.857
H 2.649 0.950 -2.016
H 1.652 2.773 -4.639
```

Results of the Löwdin charge analysis, in e, for atoms 1 through 5: N 0.0824; C -0.6824; N 0.0988; C -0.2870; C -0.1610



Most stable: ii



i | The following is a DFT calculation (the ωB97M-V functional and the def2-TZVPD basis) of 2 unconnected molecules or ions with the total composition C6H9N2O4.

Results
- molecular weight (g/mol) = 173.15
- E_HOMO (eV) = -3.16
- net charge = -1

Geometry as XYZ:
```
21
C6H9N2O4 the ωB97M-V functional and the def2-TZVPD basis
C -0.510 0.669 0.940
C -0.897 1.516 -0.110
C -1.051 2.712 1.864
C 2.328 -2.296 -0.905
C 0.956 -1.902 -0.513
C -0.080 -1.378 -1.164
N -0.597 1.483 2.127
N -1.109 2.744 0.399
O -1.023 1.299 -1.335
O -1.231 3.611 2.694
O -0.070 -1.045 -2.481
O -1.260 -1.326 -0.517
H 2.166 -3.361 -1.296
H 2.953 -2.400 -0.071
H 2.645 -1.591 -1.684
H 0.450 -0.151 0.947
H 0.619 -2.262 0.404
H -0.721 0.983 3.026
H -1.549 3.629 -0.085
H -0.820 -0.341 -2.466
H -1.197 -0.593 0.229
```

Results of the Löwdin charge analysis, in e, for atoms 1 through 5: C -0.1391; C -0.5780; C -0.5385; C -0.1088; C -0.1805



ii | The following is a DFT calculation (the ωB97M-V functional and the def2-TZVPD basis) of a gas-phase ion, C6H9N2O4 (charge -1).

Results
- molecular weight (g/mol) = 173.15
- SMILES = [H]/N=C/N[C@H](CCC(=O)[O-])C(=O)O
- E_HOMO (eV) = -4.05
- net charge = -1

Geometry as XYZ:
```
21
C6H9N2O4 the ωB97M-V functional and the def2-TZVPD basis
H 4.026 -1.763 0.393
N 3.499 -1.014 0.007
C 2.487 -1.032 0.774
N 1.354 -0.248 0.297
C -0.218 0.220 0.458
C -0.858 -0.576 -0.674
C -2.434 -0.101 -0.902
C -3.284 -0.356 0.379
O -4.417 0.149 0.270
O -2.836 -0.966 1.327
C -0.158 1.690 0.407
O -0.188 2.344 -0.625
O -0.144 2.298 1.563
H 2.245 -1.540 1.677
H 1.664 0.304 -0.432
H -0.371 -0.183 1.444
H -0.275 -0.366 -1.605
H -0.725 -1.479 -0.223
H -2.704 0.940 -1.303
H -2.968 -0.758 -1.596
H -0.177 3.318 1.335
```

Results of the Löwdin charge analysis, in e, for atoms 1 through 5: H 0.0025; N 0.0416; C -0.2865; N 0.0420; C -0.1698



Most stable: i



i | The following is a DFT calculation (the ωB97M-V functional and the def2-TZVPD basis) of 2 unconnected molecules or ions with the total composition C4H14N2OS.

Results
- molecular weight (g/mol) = 138.24
- SMILES = CN[C@@H](CN)CS.O
- E_HOMO (eV) = -8.32

Geometry as XYZ:
```
22
C4H14N2OS the ωB97M-V functional and the def2-TZVPD basis
C 0.143 1.773 -1.482
N 0.392 1.737 -0.048
C 0.067 0.531 0.718
C -1.179 -0.214 0.237
N -2.454 0.294 0.701
C 1.246 -0.435 0.692
S 2.869 0.295 1.043
H 0.366 0.815 -1.951
H 0.852 2.520 -1.872
H -0.822 2.223 -1.733
H 0.038 2.546 0.429
H -0.160 0.876 1.718
H -1.141 -0.230 -0.864
H -1.140 -1.274 0.366
H -2.487 1.299 0.690
H -2.752 -0.120 1.563
H 1.290 -0.966 -0.257
H 1.215 -1.234 1.427
H 3.240 0.749 -0.161
O 0.186 -3.380 -0.317
H 0.689 -3.840 -0.989
H -0.457 -3.964 0.091
```

Results of the Löwdin charge analysis, in e, for atoms 1 through 5: C -0.1269; N -0.1082; C -0.4229; C -0.2685; N 0.0123



ii | The following is a DFT calculation (the ωB97M-V functional and the def2-TZVPD basis) of a molecular structure, C4H14N2OS.

Results
- molecular weight (g/mol) = 138.24
- E_HOMO (eV) = -8.02

Geometry as XYZ:
```
22
C4H14N2OS the ωB97M-V functional and the def2-TZVPD basis
C -1.262 0.769 0.278
N -0.505 1.872 -0.055
C 0.872 1.365 -1.055
C 1.024 -0.104 -1.383
S 3.123 -0.371 1.040
C -0.519 -0.216 1.474
N -1.075 -1.446 1.703
H -2.103 1.172 0.828
H -1.482 0.035 -0.509
H 2.813 0.932 1.127
H 1.538 1.490 -0.249
H 1.227 1.970 -1.898
H 1.213 -0.753 -0.524
H 0.092 -0.591 -1.739
H -0.452 0.443 2.332
H 0.512 -0.279 1.120
H -1.143 -1.878 0.713
H -0.312 1.832 -1.193
H -2.074 -1.357 1.929
H 1.951 -0.278 -1.922
H -2.103 -2.509 -1.217
O -1.333 -2.098 -0.801
```

Results of the Löwdin charge analysis, in e, for atoms 1 through 5: C -0.1878; N 0.0449; C -0.1585; C -0.1548; S 0.3182



iii | The following is a DFT calculation (the ωB97M-V functional and the def2-TZVPD basis) of 2 unconnected molecules or ions with the total composition C4H14N2OS.

Results
- molecular weight (g/mol) = 138.24
- SMILES = CNC[C@@H](N)CS.O
- E_HOMO (eV) = -8.53

Geometry as XYZ:
```
22
C4H14N2OS the ωB97M-V functional and the def2-TZVPD basis
C 1.030 -0.029 -2.686
N 0.876 0.512 -1.334
C 0.999 -0.407 -0.204
C 0.007 -0.107 0.950
N -1.036 -1.116 0.903
C 0.795 0.009 2.263
S -0.206 0.520 3.674
H 1.128 -1.105 -2.656
H 1.925 0.380 -3.177
H 0.156 0.233 -3.291
H 0.164 1.221 -1.340
H 0.904 -1.431 -0.577
H 2.008 -0.287 0.188
H -0.461 0.855 0.736
H -1.838 -0.912 1.492
H -0.692 -2.040 1.120
H 1.212 -0.970 2.519
H 1.632 0.678 2.080
H -0.600 1.680 3.150
O -2.696 1.095 -1.231
H -1.842 0.658 -1.137
H -3.465 0.560 -1.442
```

Results of the Löwdin charge analysis, in e, for atoms 1 through 5: C -0.1212; N -0.1229; C -0.2005; C -0.4724; N 0.0339



Most stable: iii